# C37H47Br2F26N5O11P

A molecular structure, C37H47Br2F26N5O11P (wB97M-V/def2-TZVPD, the OMol25 dataset).

XYZ file:
```
129
Properties=species:S:1:pos:R:3:mulliken_charge:R:1
C -1.41 0.43 -1.82 -1.811
C -0.21 0.12 -0.92 1.584
P -0.03 -1.83 -0.87 0.530
O -1.55 -2.34 -0.72 -0.521
O 0.29 -2.09 -2.44 -0.620
C -0.43 0.46 0.51 -1.237
C -1.74 0.60 1.23 -0.862
O -2.35 -0.66 1.41 -0.084
O -3.62 -0.62 0.77 -0.385
N 0.70 0.65 1.12 0.633
C 1.84 0.54 0.19 -0.671
C 2.81 -0.63 0.38 -0.284
O 3.05 -1.46 -0.43 -0.389
C 3.60 -0.62 1.72 0.696
F 3.25 0.49 2.45 -0.278
F 4.91 -0.49 1.39 -0.303
C 3.49 -1.89 2.61 0.375
F 4.12 -1.62 3.78 -0.295
F 4.14 -2.88 2.00 -0.275
C 2.04 -2.34 2.93 1.599
F 2.13 -3.32 3.87 -0.363
F 1.52 -2.87 1.84 0.013
C 1.10 -1.27 3.55 -0.701
O -0.03 -1.25 3.22 -0.388
O 1.65 -0.45 4.44 -0.256
C 1.15 0.88 -1.17 1.310
C 1.06 2.45 -1.12 -1.525
C 0.19 3.17 -2.17 -1.985
C -0.95 3.96 -1.55 1.297
F -0.47 5.20 -1.20 -0.363
F -1.43 3.40 -0.39 -0.331
C -2.13 4.22 -2.54 0.309
F -1.68 5.13 -3.42 -0.356
F -2.43 3.11 -3.25 -0.272
C -3.44 4.81 -1.89 0.881
F -3.97 5.71 -2.73 -0.336
F -3.13 5.46 -0.75 -0.296
C -4.52 3.73 -1.54 0.057
F -3.92 2.59 -1.12 -0.128
F -5.23 4.20 -0.48 -0.236
C -5.57 3.48 -2.67 0.646
F -5.00 3.54 -3.90 -0.292
F -6.49 4.47 -2.59 -0.276
C -6.27 2.10 -2.54 0.750
F -6.68 1.96 -1.26 -0.360
F -5.37 1.13 -2.79 -0.288
C -7.50 1.91 -3.51 0.466
F -7.64 2.93 -4.36 -0.269
F -7.29 0.79 -4.23 -0.282
C -8.85 1.68 -2.77 0.702
F -8.82 0.56 -2.09 -0.246
F -9.79 1.56 -3.69 -0.253
F -9.16 2.69 -1.98 -0.220
C 1.91 0.51 -2.45 -0.683
C 3.42 0.83 -2.41 -1.010
C 3.94 1.48 -3.69 0.156
F 3.57 2.81 -3.74 -0.385
Br 3.34 0.56 -5.28 -0.002
C 5.51 1.46 -3.67 0.608
F 5.99 2.42 -4.48 -0.225
F 5.96 1.70 -2.42 -0.223
Br 6.22 -0.24 -4.30 -0.086
H -1.79 1.44 -1.62 -0.245
H -1.16 0.36 -2.88 0.300
H -2.26 -0.23 -1.63 0.648
H -2.11 -2.20 -1.50 0.276
H 0.94 -2.81 -2.47 0.388
H -1.62 1.16 2.17 0.562
H -2.39 1.21 0.59 -0.093
H -4.24 -0.66 1.51 0.305
H 0.81 0.91 2.09 0.773
H 2.51 1.39 0.42 0.855
H 1.28 -0.59 5.35 0.415
H 0.78 2.80 -0.12 0.868
H 2.09 2.81 -1.27 0.634
H 0.81 3.91 -2.69 0.708
H -0.15 2.49 -2.95 0.526
H 1.81 -0.54 -2.69 0.174
H 1.48 1.04 -3.31 0.946
H 4.01 -0.08 -2.27 0.507
H 3.69 1.52 -1.61 0.535
C 3.41 -6.10 -0.77 -0.017
O 3.08 -5.03 -1.27 -0.584
N 2.95 -6.56 0.40 0.221
C 3.40 -7.83 0.96 -0.794
C 1.99 -5.75 1.14 -0.675
H 4.13 -6.77 -1.25 0.360
H 2.54 -8.49 1.09 0.325
H 3.87 -7.66 1.93 0.344
H 4.11 -8.30 0.30 0.165
H 1.09 -5.60 0.54 0.298
H 2.43 -4.78 1.35 -0.064
H 1.73 -6.25 2.07 0.369
C -7.27 9.19 0.37 0.122
O -6.93 10.30 0.72 -0.577
N -6.42 8.24 -0.06 0.159
C -6.88 6.92 -0.46 -0.698
C -5.01 8.55 -0.12 -0.728
H -8.33 8.86 0.39 0.259
H -6.42 6.16 0.16 0.238
H -6.62 6.74 -1.51 0.274
H -7.96 6.86 -0.36 0.256
H -4.64 8.83 0.87 0.317
H -4.84 9.40 -0.79 0.333
H -4.46 7.69 -0.49 0.080
C 2.15 1.43 6.75 0.282
O 1.46 0.42 6.84 -0.795
N 1.76 2.65 7.13 0.092
C 2.62 3.81 7.01 -0.924
C 0.42 2.81 7.68 -0.935
H 3.18 1.40 6.35 0.285
H 2.79 4.25 7.99 0.356
H 2.16 4.56 6.36 0.354
H 3.58 3.52 6.59 0.302
H 0.31 2.19 8.57 0.301
H -0.32 2.50 6.95 0.271
H 0.26 3.85 7.94 0.399
C 4.57 -11.32 -0.88 0.131
O 4.11 -10.34 -0.31 -0.555
N 5.88 -11.57 -1.04 0.097
C 6.37 -12.75 -1.72 -0.906
C 6.83 -10.61 -0.50 -0.883
H 3.92 -12.10 -1.32 0.234
H 6.99 -13.35 -1.05 0.337
H 6.97 -12.46 -2.59 0.336
H 5.53 -13.36 -2.06 0.288
H 6.70 -10.51 0.58 0.287
H 6.68 -9.63 -0.95 0.251
H 7.84 -10.96 -0.71 0.372
```

Computed properties:
- F_max: 0.03600 Eh/bohr
- Net charge: +1
- Spin multiplicity: 1
- Total energy: -10625.139208 Ha
- Lowest unoccupied orbital energy: -3.89 eV

# C37H47F2Zr

A molecular structure, C37H47F2Zr (wB97M-V/def2-TZVPD, the OMol25 dataset).

XYZ file:
```
87
Properties=species:S:1:pos:R:3:mulliken_charge:R:1
C 1.02 -2.17 -4.85 -2.010
C 1.45 -1.06 -3.96 0.063
C 2.79 -0.64 -3.64 0.673
C 4.07 -1.23 -4.08 -1.885
C 2.73 0.48 -2.77 -0.512
C 3.91 1.20 -2.14 -1.173
C 1.37 0.92 -2.77 3.187
C 0.90 2.18 -2.23 -2.360
C 0.52 -0.15 -3.29 0.095
C -1.04 -0.29 -3.31 -1.605
Zr 1.54 -1.64 -1.55 0.459
C -0.15 -3.07 -1.80 -1.134
C 3.38 -2.87 -1.77 -1.353
C 1.47 -1.96 0.90 -0.390
C 1.73 -3.38 1.24 -1.942
C 2.46 -0.92 0.75 0.672
C 3.95 -1.07 0.98 -1.468
C 1.77 0.30 0.49 1.990
C 2.46 1.55 0.35 -2.085
C 0.36 -0.03 0.30 0.964
C -0.76 0.89 -0.04 -1.647
C 0.18 -1.39 0.66 1.098
C -1.14 -2.07 0.77 -1.671
H 1.52 -2.05 -5.81 0.440
H 1.31 -3.14 -4.43 0.260
H -0.07 -2.18 -5.01 0.343
H 4.72 -0.65 -4.77 0.297
H 4.71 -1.32 -3.22 0.509
H 3.88 -2.27 -4.37 0.481
H 4.04 2.15 -2.70 0.387
H 3.76 1.82 -1.00 0.256
H 4.83 0.58 -2.17 0.388
H 0.71 3.14 -2.72 0.332
H -0.04 2.01 -1.80 0.570
H 1.74 2.27 -0.08 0.564
H -1.53 0.09 -4.25 0.371
H -1.33 -1.33 -3.32 0.302
H -1.54 0.21 -2.47 0.274
H -0.90 -3.27 -1.01 0.327
H -0.98 -2.69 -2.40 0.288
H 0.02 -4.12 -2.09 0.307
H 4.15 -2.64 -1.03 0.148
H 3.33 -3.97 -1.90 0.415
H 4.17 -2.69 -2.53 0.423
H 1.28 -3.61 2.21 0.384
H 1.30 -4.06 0.49 0.250
H 2.81 -3.57 1.30 0.398
H 4.14 -1.66 1.91 0.435
H 4.45 -1.69 0.26 0.097
H 4.51 -0.11 0.90 0.429
H 2.92 2.12 1.17 0.433
H 3.46 1.11 -0.63 -0.360
H 1.68 2.46 -1.61 0.560
H -1.50 1.22 0.71 0.103
H -0.29 1.87 -0.25 0.471
H -1.32 0.50 -0.83 -0.108
H -1.67 -2.12 1.75 0.303
H -1.80 -1.72 -0.06 0.355
H -0.97 -3.10 0.53 0.683
F -2.53 -1.05 6.79 -0.352
C -3.49 -1.15 5.81 0.573
C -4.43 -2.18 5.91 -0.812
C -5.39 -2.27 4.89 -0.203
C -5.41 -1.36 3.84 -0.904
C -4.45 -0.31 3.76 1.499
C -4.49 0.62 2.68 -1.250
C -3.61 1.69 2.57 0.589
C -3.62 2.61 1.53 -1.357
C -2.69 3.69 1.45 1.527
C -1.66 3.84 2.42 -0.793
C -0.79 4.92 2.28 0.553
F 0.22 5.05 3.21 -0.376
C -0.86 5.86 1.25 -0.828
C -1.88 5.70 0.30 -0.293
C -2.78 4.64 0.39 -0.896
C -3.46 -0.22 4.78 -0.889
H -4.39 -2.89 6.74 0.388
H -6.14 -3.07 4.92 0.334
H -6.17 -1.41 3.05 0.315
H -5.28 0.51 1.93 0.248
H -2.88 1.82 3.37 -0.216
H -4.39 2.52 0.76 0.222
H -1.53 3.15 3.25 0.368
H -0.14 6.68 1.19 0.403
H -1.97 6.41 -0.53 0.343
H -3.58 4.50 -0.34 0.323
H -2.68 0.56 4.77 0.403
```

Computed properties:
- F_max: 0.11383 Eh/bohr
- Net charge: -1
- Spin multiplicity: 1
- Total energy: -1684.596997 Ha
- Lowest unoccupied orbital energy: 2.21 eV

# C37H47N2O3Si

2 unconnected molecules or ions with the total composition C37H47N2O3Si (wB97M-V/def2-TZVPD, the OMol25 dataset).

XYZ file:
```
90
Properties=species:S:1:pos:R:3:mulliken_charge:R:1
C 6.72 -0.35 -3.78 -1.360
C 5.49 -0.20 -2.90 -0.162
C 4.74 1.11 -3.14 -0.705
C 3.50 1.28 -2.27 -0.267
O 2.88 2.54 -2.47 -0.416
C 1.69 2.69 -1.70 0.551
C 1.76 3.26 -0.47 -1.313
O 0.47 2.26 -2.18 0.133
Si -0.18 3.20 -3.41 0.318
C -1.80 2.44 -3.97 -1.021
C -0.49 4.92 -2.75 -1.132
C 1.01 3.29 -4.85 -1.093
H 7.24 -1.29 -3.60 0.381
H 6.45 -0.33 -4.84 0.330
H 7.43 0.46 -3.61 0.323
H 4.80 -1.04 -3.06 0.233
H 5.77 -0.26 -1.84 0.337
H 5.41 1.96 -2.97 0.359
H 4.45 1.19 -4.20 0.327
H 2.76 0.50 -2.48 0.099
H 3.76 1.20 -1.21 0.302
H 0.87 3.38 0.12 0.473
H 2.69 3.60 -0.07 0.347
H -2.26 3.05 -4.74 0.414
H -1.62 1.45 -4.37 0.232
H -2.48 2.36 -3.12 0.303
H -0.94 5.55 -3.51 0.388
H -1.16 4.88 -1.89 0.292
H 0.45 5.37 -2.44 0.347
H 0.60 3.91 -5.64 0.414
H 1.95 3.71 -4.52 0.323
H 1.20 2.29 -5.24 0.300
C -1.94 -4.99 1.49 -1.088
N -0.99 -3.93 1.24 0.322
C 0.31 -4.20 0.86 0.187
O 0.81 -5.29 0.70 -0.641
C 0.97 -2.86 0.59 -0.117
C 1.49 -2.79 -0.85 -1.150
C 0.37 -2.97 -1.83 0.095
C -0.02 -4.24 -2.24 -0.292
C -1.10 -4.41 -3.07 -0.904
C -1.83 -3.32 -3.50 -0.544
C -1.46 -2.05 -3.09 -1.053
C -0.37 -1.88 -2.26 0.149
N -0.07 -1.82 0.84 0.730
C 0.17 -0.48 0.97 -1.356
C -0.86 0.42 1.17 0.133
C -0.69 1.71 1.63 -0.147
C -1.75 2.61 1.90 0.711
C -1.48 3.82 2.57 -0.362
C -2.50 4.69 2.88 -0.773
C -3.80 4.40 2.52 -0.378
C -4.09 3.22 1.86 -0.782
C -3.09 2.33 1.56 -0.486
C -1.33 -2.49 1.26 -0.458
C -1.79 -2.03 2.60 -1.191
C -1.06 -2.20 3.69 0.034
C -1.42 -1.77 5.04 0.752
C -0.58 -2.05 6.11 -0.392
C -0.89 -1.65 7.39 -0.651
C -2.06 -0.95 7.63 -0.417
C -2.91 -0.66 6.58 -0.826
C -2.60 -1.07 5.30 -0.389
H -1.44 -5.95 1.37 0.377
H -2.34 -4.91 2.50 0.306
H -2.76 -4.93 0.77 0.380
H 1.78 -2.70 1.32 0.581
H 1.99 -1.84 -1.03 0.305
H 2.24 -3.57 -1.00 0.605
H 0.52 -5.09 -1.86 0.521
H -1.39 -5.41 -3.37 0.430
H -2.67 -3.46 -4.15 0.435
H -2.04 -1.20 -3.41 0.480
H -0.10 -0.90 -1.92 0.812
H 1.19 -0.15 0.99 0.493
H -1.86 0.05 1.02 0.326
H 0.31 2.03 1.85 0.734
H -0.47 4.03 2.86 0.420
H -2.28 5.60 3.41 0.420
H -4.59 5.10 2.77 0.423
H -5.11 3.00 1.59 0.430
H -3.33 1.43 1.03 0.526
H -2.09 -2.30 0.49 0.476
H -2.73 -1.51 2.67 0.539
H -0.11 -2.71 3.59 0.294
H 0.33 -2.60 5.93 0.417
H -0.23 -1.88 8.21 0.397
H -2.31 -0.64 8.63 0.400
H -3.83 -0.12 6.77 0.410
H -3.27 -0.84 4.50 0.288
```

Computed properties:
- F_max: 0.06737 Eh/bohr
- Net charge: +1
- Spin multiplicity: 1
- Total energy: -2062.627938 Ha
- Lowest unoccupied orbital energy: -4.70 eV

# C37H48BBr2F7NO21S

7 unconnected molecules or ions with the total composition C37H48BBr2F7NO21S (wB97M-V/def2-TZVPD, the OMol25 dataset).

XYZ file:
```
118
Properties=species:S:1:pos:R:3:mulliken_charge:R:1
C 2.12 -2.05 0.72 -0.842
C 2.29 -0.89 0.46 -0.896
C 2.46 0.56 0.21 0.998
O 1.23 1.18 -0.08 -0.389
C 0.31 0.47 -0.89 -0.091
C 0.84 0.08 -2.26 -1.094
O 3.42 0.77 -0.77 -0.747
B 3.76 2.19 -0.66 1.274
C 5.17 2.53 -1.44 0.936
F 5.91 1.40 -1.77 -0.378
F 6.02 3.36 -0.74 -0.372
C 4.94 3.22 -2.81 0.439
F 4.56 4.51 -2.64 -0.317
F 3.96 2.57 -3.50 -0.282
C 6.17 3.25 -3.77 0.512
F 6.37 2.07 -4.36 -0.228
F 5.97 4.14 -4.75 -0.286
F 7.29 3.59 -3.14 -0.264
O 3.87 2.34 0.84 -0.944
C 3.10 1.42 1.45 1.540
N 1.96 2.04 2.20 -0.635
C 1.95 3.19 2.56 0.477
S 1.90 4.70 3.00 -0.480
C 3.92 0.50 2.45 -1.164
Br 5.77 1.17 2.56 -0.075
C 3.31 0.39 3.86 -0.208
C 2.00 -0.41 3.89 -1.087
Br 4.51 -0.45 5.18 -0.169
H 1.96 -3.08 0.95 0.620
H -0.09 -0.40 -0.35 0.036
H -0.52 1.16 -1.02 0.461
H 1.13 0.96 -2.84 0.201
H 1.69 -0.60 -2.21 0.232
H 0.03 -0.44 -2.80 0.488
H 2.92 2.99 -1.06 -0.308
H 4.04 -0.49 2.02 0.638
H 3.15 1.39 4.25 0.429
H 1.16 0.24 3.65 0.319
H 1.84 -0.82 4.88 0.657
H 2.04 -1.24 3.18 0.024
C -1.93 -2.20 6.51 -1.439
C -2.19 -2.28 5.03 1.056
C -1.67 -3.53 4.34 -0.505
O -1.35 -3.05 3.03 -0.370
C -1.10 -1.72 3.11 0.551
O -0.64 -1.05 2.25 -0.559
O -1.45 -1.26 4.33 -0.142
H -2.38 -1.30 6.92 0.131
H -2.35 -3.06 7.03 0.456
H -0.86 -2.16 6.71 0.344
H -3.24 -2.12 4.81 -0.198
H -2.40 -4.33 4.28 0.327
H -0.75 -3.90 4.81 0.290
C -5.57 1.23 2.58 -1.268
C -6.23 0.08 3.31 0.455
C -7.22 0.48 4.38 -0.381
O -7.09 -0.59 5.34 -0.409
C -5.85 -1.10 5.21 0.645
O -5.33 -1.86 5.98 -0.524
O -5.25 -0.64 4.10 -0.214
H -4.93 0.86 1.78 0.338
H -6.33 1.88 2.15 0.190
H -4.95 1.80 3.27 0.390
H -6.67 -0.62 2.61 0.261
H -8.24 0.53 4.02 0.210
H -6.95 1.41 4.87 0.309
C 7.23 -0.29 -6.34 -1.460
C 6.85 -1.54 -7.09 0.545
C 6.32 -1.30 -8.49 -0.516
O 5.41 -2.40 -8.68 -0.276
C 4.99 -2.79 -7.45 0.654
O 4.09 -3.55 -7.26 -0.550
O 5.72 -2.20 -6.49 -0.343
H 7.68 -0.54 -5.38 0.365
H 7.96 0.28 -6.92 0.400
H 6.36 0.33 -6.15 0.325
H 7.67 -2.26 -7.11 0.241
H 7.09 -1.33 -9.26 0.305
H 5.76 -0.37 -8.56 0.314
C -10.10 4.66 1.48 -1.436
C -9.59 3.55 0.60 0.450
C -10.66 2.67 -0.02 -0.497
O -9.99 1.40 -0.12 -0.356
C -9.03 1.36 0.82 0.584
O -8.42 0.39 1.13 -0.458
O -8.85 2.58 1.37 -0.272
H -9.28 5.29 1.82 0.360
H -10.81 5.28 0.92 0.381
H -10.60 4.25 2.36 0.353
H -8.92 3.94 -0.17 0.274
H -10.98 2.99 -1.00 0.306
H -11.52 2.55 0.64 0.307
C -0.78 2.55 10.00 -1.491
C -0.01 1.95 8.85 0.539
C -0.86 1.56 7.65 -0.579
O -0.13 0.45 7.12 -0.088
C 0.57 -0.12 8.12 0.546
O 1.10 -1.18 8.06 -0.540
O 0.55 0.68 9.22 -0.402
H -0.10 2.88 10.79 0.366
H -1.35 3.42 9.66 0.364
H -1.46 1.82 10.43 0.356
H 0.81 2.60 8.54 0.276
H -0.94 2.33 6.90 0.371
H -1.86 1.22 7.94 0.299
C 3.60 -4.91 -10.23 -1.283
C 2.60 -4.44 -11.25 0.543
C 1.16 -4.38 -10.76 -0.467
O 0.42 -4.63 -11.96 -0.347
C 1.20 -5.34 -12.80 0.632
O 0.82 -5.88 -13.79 -0.543
O 2.47 -5.37 -12.35 -0.372
H 4.61 -4.85 -10.62 0.331
H 3.54 -4.29 -9.33 0.306
H 3.40 -5.95 -9.96 0.355
H 2.90 -3.48 -11.67 0.228
H 0.88 -3.41 -10.35 0.319
H 0.95 -5.16 -10.04 0.311
```

Computed properties:
- F_max: 0.02215 Eh/bohr
- Net charge: -1
- Spin multiplicity: 1
- Total energy: -9343.824708 Ha
- Lowest unoccupied orbital energy: 1.27 eV